{
  "formula": "C29H18I2IrN5O2",
  "method": "ωB97M-V/def2-TZVPD",
  "elements": ["Ir", "I", "C", "C", "C", "I", "C", "C", "C", "C", "N", "C", "C", "O", "H", "H", "H", "H", "C", "O", "C", "C", "C", "C", "C", "C", "C", "N", "C", "C", "N", "C", "C", "C", "C", "N", "C", "C", "N", "C", "C", "C", "C", "H", "H", "H", "H", "H", "H", "H", "H", "H", "H", "H", "H", "H", "H"],
  "coordinates": [[0.05, -0.04, 0.07], [0.23, 3.37, 4.25], [-0.68, 1.53, 4.05], [-1.36, 0.96, 5.12], [-1.96, -0.28, 5.00], [-2.96, -1.02, 6.65], [-1.91, -1.02, 3.77], [-2.47, -2.29, 3.58], [-2.36, -2.90, 2.35], [-1.70, -2.24, 1.32], [-1.15, -1.04, 1.48], [-1.24, -0.44, 2.69], [-0.59, 0.86, 2.80], [0.02, 1.31, 1.80], [-1.42, 1.50, 6.06], [-2.98, -2.78, 4.39], [-2.78, -3.88, 2.17], [-1.64, -2.67, 0.33], [12.78, 2.77, -4.30], [12.29, 1.82, -3.32], [11.02, 1.72, -3.07], [10.02, 2.50, -3.69], [8.71, 2.31, -3.34], [8.35, 1.35, -2.37], [9.37, 0.57, -1.75], [10.67, 0.75, -2.09], [7.01, 1.12, -1.98], [6.63, 0.21, -1.07], [5.30, 0.29, -1.00], [4.81, 1.28, -1.88], [5.91, 1.79, -2.49], [3.42, 1.59, -2.02], [2.90, 2.58, -2.85], [1.54, 2.76, -2.90], [0.73, 1.94, -2.12], [1.21, 1.00, -1.31], [2.55, 0.82, -1.24], [3.04, -0.19, -0.30], [2.12, -0.83, 0.43], [2.51, -1.75, 1.30], [3.85, -2.07, 1.50], [4.81, -1.42, 0.76], [4.40, -0.47, -0.17], [13.85, 2.65, -4.31], [12.52, 3.79, -3.99], [12.37, 2.55, -5.28], [10.27, 3.24, -4.44], [7.96, 2.92, -3.83], [9.09, -0.17, -1.01], [11.47, 0.17, -1.64], [5.92, 2.52, -3.18], [3.55, 3.20, -3.46], [1.09, 3.52, -3.52], [-0.35, 2.02, -2.16], [1.73, -2.24, 1.87], [4.12, -2.82, 2.23], [5.87, -1.64, 0.87]],
  "mol_weight_da": 914.52,
  "spin_multiplicity": 5,
  "homo_lumo_gap_ev": [5.97, 3.95],
  "max_force_ev_per_a": 0.45,
  "total_energy_ev": -60936.08303,
  "homo_energy_ev": [-11.548, -12.411],
  "total_charge": 2
}